A 13-piece molecular cluster, C39H91N13O13 overall in a non-equilibrium geometry, computed with ωB97M-V/def2-TZVPD.

The energy relative to the best compared isomer or geometry (same formula, charge and spin) is 225.89 kcal/mol. Its total charge is 0. Its HOMO energy is -9.0076 eV.

Cartesian coordinates (Å):
C: 4.237 1.508 -3.841
O: 3.417 1.225 -2.955
N: 5.162 2.471 -3.801
C: 5.926 2.769 -4.996
C: 5.403 3.340 -2.652
H: 4.173 1.059 -4.852
H: 6.594 3.613 -4.797
H: 5.277 3.147 -5.786
H: 6.639 2.004 -5.306
H: 4.953 3.106 -1.698
H: 6.462 3.589 -2.592
H: 4.961 4.320 -2.908
C: 2.070 3.912 -1.595
O: 1.755 4.598 -2.562
N: 1.832 4.275 -0.314
C: 2.334 3.460 0.777
C: 1.089 5.506 0.012
H: 2.511 2.908 -1.677
H: 3.248 3.912 1.207
H: 2.656 2.471 0.466
H: 1.632 3.394 1.609
H: 1.205 6.213 -0.805
H: 0.046 5.268 0.223
H: 1.595 5.955 0.872
C: -5.145 -0.031 0.634
O: -3.992 0.282 0.944
N: -6.235 0.221 1.355
C: -7.419 -0.668 1.225
C: -6.204 1.115 2.525
H: -5.324 -0.820 -0.118
H: -7.946 -0.372 0.314
H: -8.087 -0.575 2.069
H: -7.082 -1.699 1.126
H: -7.218 1.367 2.808
H: -5.721 0.607 3.363
H: -5.679 1.994 2.157
C: 2.654 -2.467 -6.193
O: 3.409 -3.066 -6.962
N: 2.539 -2.728 -4.859
C: 1.779 -1.833 -4.005
C: 3.344 -3.725 -4.259
H: 2.154 -1.529 -6.487
H: 1.163 -2.363 -3.276
H: 1.312 -1.032 -4.569
H: 2.519 -1.334 -3.354
H: 4.371 -3.409 -4.058
H: 2.869 -4.268 -3.444
H: 3.479 -4.530 -4.993
C: 2.562 -4.435 1.604
O: 3.517 -4.752 2.272
N: 1.540 -5.279 1.382
C: 0.520 -4.986 0.414
C: 1.528 -6.643 1.791
H: 2.494 -3.456 1.125
H: 0.600 -5.675 -0.445
H: 0.374 -3.967 0.063
H: -0.495 -5.294 0.717
H: 1.406 -7.306 0.932
H: 2.367 -6.873 2.437
H: 0.634 -6.839 2.402
C: -0.569 0.498 0.666
O: 0.320 0.529 1.468
N: -0.413 0.455 -0.663
C: -1.593 0.603 -1.514
C: 0.858 0.274 -1.219
H: -1.612 0.455 1.000
H: -2.403 -0.107 -1.306
H: -1.245 0.287 -2.500
H: -2.031 1.589 -1.422
H: 1.538 0.224 -0.364
H: 1.094 -0.619 -1.786
H: 1.230 1.172 -1.711
C: 7.312 -1.122 3.016
O: 7.804 -0.921 4.111
N: 6.591 -2.214 2.698
C: 5.801 -2.271 1.484
C: 6.443 -3.333 3.570
H: 7.398 -0.429 2.163
H: 6.142 -1.471 0.822
H: 4.720 -2.139 1.585
H: 6.001 -3.216 0.973
H: 5.418 -3.644 3.781
H: 7.019 -4.205 3.234
H: 6.820 -3.239 4.595
C: 1.527 2.223 4.740
O: 1.071 2.871 5.659
N: 2.350 1.148 4.857
C: 2.506 0.295 3.704
C: 2.890 0.688 6.133
H: 1.358 2.462 3.675
H: 1.758 -0.509 3.824
H: 3.412 -0.311 3.783
H: 2.415 0.731 2.721
H: 2.177 -0.116 6.400
H: 3.902 0.312 6.090
H: 2.717 1.419 6.915
C: 0.781 2.056 -4.940
O: -0.097 1.220 -4.948
N: 1.313 2.493 -6.101
C: 2.119 3.714 -6.093
C: 1.117 1.923 -7.394
H: 1.205 2.549 -4.060
H: 1.705 4.489 -6.733
H: 3.149 3.432 -6.362
H: 2.236 4.115 -5.083
H: 0.511 1.018 -7.353
H: 0.719 2.657 -8.086
H: 2.068 1.475 -7.721
C: -4.726 -1.438 5.816
O: -4.115 -0.660 6.512
N: -4.317 -1.805 4.574
C: -3.175 -1.245 3.990
C: -4.883 -2.915 3.830
H: -5.691 -1.903 6.074
H: -2.291 -1.891 3.858
H: -2.713 -0.385 4.470
H: -3.379 -0.925 2.962
H: -5.728 -3.268 4.427
H: -5.279 -2.621 2.853
H: -4.144 -3.696 3.667
C: -3.092 -6.121 -0.474
O: -2.964 -6.509 -1.622
N: -3.047 -4.825 -0.092
C: -3.071 -4.530 1.342
C: -2.929 -3.738 -1.020
H: -3.160 -6.817 0.378
H: -2.311 -3.731 1.395
H: -2.708 -5.294 2.017
H: -4.031 -4.062 1.533
H: -3.698 -2.978 -0.872
H: -1.987 -3.253 -0.706
H: -2.789 -4.002 -2.058
C: -6.492 2.980 -2.828
O: -6.949 3.036 -3.925
N: -5.309 2.391 -2.499
C: -4.663 2.845 -1.283
C: -4.457 1.704 -3.418
H: -6.941 3.534 -1.990
H: -3.705 2.345 -1.154
H: -5.110 2.522 -0.340
H: -4.357 3.891 -1.266
H: -3.570 2.254 -3.765
H: -4.107 0.801 -2.914
H: -4.871 1.430 -4.387
C: -2.769 3.008 2.063
O: -2.535 3.466 0.977
N: -2.372 3.414 3.286
C: -3.014 2.908 4.476
C: -1.391 4.472 3.544
H: -3.461 2.163 2.213
H: -2.387 2.241 5.079
H: -3.882 2.305 4.199
H: -3.365 3.689 5.154
H: -1.934 5.317 3.966
H: -0.687 4.121 4.310
H: -0.761 4.614 2.672